[1]
Here is a molecular structure, C46H44MnN18O2SSe from the Open Molecules 2025 dataset. Energies are from wB97M-V/def2-TZVPD.

Last column: Löwdin spin population.
Cartesian coordinates (Å):
Mn 0.426 0.111 -0.849  0.9847
N -1.897 0.492 -3.540  0.0019
C -1.870 -0.727 -2.898  0.0018
N -2.767 -1.681 -3.117  -0.0002
N -2.358 -2.689 -2.316  0.0027
N -1.312 -2.335 -1.655  0.0001
N -0.951 -1.079 -2.013  -0.0086
C -1.331 1.639 -3.008  0.0025
N -1.450 2.815 -3.604  0.0000
N -0.760 3.648 -2.790  0.0040
N -0.270 3.002 -1.793  0.0015
N -0.644 1.696 -1.876  -0.0032
H -2.617 0.625 -4.228  0.0001
C -2.153 6.206 0.412  0.0000
C -3.263 5.542 1.220  0.0000
C -4.065 4.532 0.401  0.0000
C -3.292 3.250 0.112  0.0000
N -3.194 2.391 1.288  0.0004
C -2.067 2.174 2.030  0.0006
Se -0.434 2.915 1.736  0.0030
N -2.407 1.270 2.996  0.0007
C -1.506 0.703 3.984  0.0001
C -1.774 1.237 5.387  0.0000
C -1.408 2.710 5.558  0.0001
C 0.098 2.945 5.598  0.0000
C -3.742 0.928 2.878  0.0000
C -4.530 0.035 3.581  0.0002
C -5.848 -0.113 3.166  0.0001
C -6.351 0.607 2.081  0.0002
C -5.552 1.497 1.373  0.0001
C -4.242 1.645 1.792  0.0000
H -1.641 6.968 1.003  0.0000
H -2.555 6.683 -0.484  0.0000
H -1.405 5.482 0.088  0.0000
H -3.943 6.303 1.618  0.0000
H -2.821 5.032 2.081  0.0000
H -4.340 4.973 -0.562  0.0000
H -4.998 4.287 0.920  0.0000
H -2.271 3.459 -0.199  0.0000
H -3.757 2.665 -0.685  0.0000
H -0.497 0.951 3.651  0.0000
H -1.619 -0.384 3.941  0.0000
H -1.196 0.630 6.091  0.0000
H -2.829 1.084 5.629  0.0000
H -1.867 3.086 6.477  0.0000
H -1.839 3.285 4.733  0.0001
H 0.573 2.308 6.349  0.0000
H 0.329 3.983 5.844  0.0000
H 0.553 2.735 4.630  0.0000
H -4.131 -0.553 4.396  0.0000
H -6.490 -0.814 3.683  0.0000
H -7.379 0.458 1.776  0.0000
H -5.930 2.034 0.513  0.0000
N -3.033 -1.246 0.657  0.0012
C -1.732 -1.227 1.102  0.0018
O -0.978 -0.358 0.625  0.0077
C -1.391 -2.155 2.137  0.0007
C -0.111 -2.238 2.703  0.0003
N 0.923 -2.331 3.217  0.0001
C -2.375 -3.040 2.638  0.0002
N -3.180 -3.762 3.051  0.0004
H -3.569 -2.089 0.788  0.0000
H -3.118 -0.835 -0.262  0.0000
O 1.297 -1.943 -0.515  0.0027
S 1.028 -3.404 -0.486  -0.0007
C 2.580 -4.075 0.125  0.0002
C 3.693 -3.253 0.162  0.0001
C 4.887 -3.765 0.649  0.0000
C 4.956 -5.078 1.096  0.0000
C 3.826 -5.885 1.069  0.0000
C 2.628 -5.380 0.587  -0.0001
C 1.192 -3.939 -2.191  0.0005
C 1.638 -3.014 -3.119  -0.0001
C 1.696 -3.393 -4.453  0.0000
C 1.309 -4.668 -4.840  0.0000
C 0.855 -5.578 -3.894  0.0000
C 0.786 -5.210 -2.559  0.0000
H 3.599 -2.227 -0.170  0.0000
H 5.765 -3.132 0.683  0.0000
H 5.890 -5.469 1.481  0.0000
H 3.873 -6.901 1.439  0.0000
H 1.734 -5.992 0.584  0.0000
H 1.891 -2.008 -2.808  0.0000
H 2.023 -2.672 -5.193  0.0000
H 1.341 -4.949 -5.885  0.0000
H 0.523 -6.563 -4.199  0.0000
H 0.398 -5.899 -1.818  0.0000
N 2.632 -0.058 4.065  0.0002
C 2.900 0.215 2.737  0.0005
C 1.834 0.298 1.811  0.0028
N 2.058 0.517 0.534  -0.0008
C 3.336 0.697 0.137  -0.0016
C 4.351 0.662 1.058  -0.0008
N 4.149 0.413 2.361  0.0001
H 1.881 -0.735 4.162  0.0000
H 3.465 -0.368 4.547  0.0000
H 0.806 0.171 2.114  0.0003
H 3.494 0.879 -0.915  -0.0005
H 5.374 0.829 0.741  -0.0001
N 6.221 0.893 -8.984  0.0005
C 5.592 0.837 -8.020  0.0002
C 4.807 0.763 -6.815  0.0010
C 5.278 0.041 -5.719  -0.0002
C 4.520 -0.038 -4.569  0.0011
C 3.269 0.595 -4.472  0.0005
C 2.818 1.328 -5.587  0.0010
C 3.571 1.410 -6.739  -0.0002
C 2.478 0.510 -3.299  0.0024
C 1.707 0.410 -2.351  -0.0144
H 6.239 -0.454 -5.776  0.0000
H 4.883 -0.600 -3.718  0.0000
H 1.866 1.836 -5.513  0.0000
H 3.210 1.980 -7.585  0.0000

Largest force on an atom ... 1.634 eV/Å
Total charge ... -2
Multiplicity ... 2
HOMO level (spin up / spin down) ... -2.79 / -2.52 eV

[2]
Here is 2 unconnected molecules or ions with the total composition C4H7N3O from the Open Molecules 2025 dataset. Energies are from wB97M-V/def2-TZVPD.

Last column: Löwdin charge in e.
Cartesian coordinates (Å):
C 1.202 0.524 -0.515  -0.2445
C -0.061 -0.084 -0.109  -0.3375
C -1.959 -0.503 -0.941  -0.3208
C -0.728 -0.674 0.813  -0.3303
H 2.161 1.858 1.133  0.1556
H 2.532 -0.027 1.192  0.1021
H 2.006 -0.078 -1.106  0.1345
H 0.939 1.552 -1.227  0.1720
H -0.848 0.814 -1.961  0.2504
H -2.855 -0.875 -1.584  0.1583
H -1.090 -1.787 2.461  0.3016
N 2.186 0.801 0.572  -0.1115
N -0.782 -0.073 -1.198  0.0169
N -2.118 -0.879 0.265  0.1238
O -0.585 -0.568 2.205  -0.0706

Energy relative to the best compared isomer or geometry (same formula, charge and spin) ... 647.8 kJ/mol
Largest force on an atom ... 9.932 eV/Å
HOMO level ... -8.75 eV

[3]
Here is a molecular structure, C6H14O from the Open Molecules 2025 dataset. Energies are from wB97M-V/def2-TZVPD.

Last column: Löwdin charge in e.
Cartesian coordinates (Å):
C 2.850 0.229 1.533  -0.1266
C 1.377 0.258 1.758  -0.3558
C 0.734 0.760 0.512  -0.2513
C -0.790 0.518 0.438  -0.1748
C -1.036 -0.182 -0.876  -0.2942
O -2.408 -0.424 -1.020  -0.1852
C -2.698 -1.090 -2.217  -0.1268
H 3.309 1.212 1.408  0.0601
H 2.730 -0.116 0.233  0.1145
H 3.414 -0.350 2.299  0.0716
H 0.987 -0.706 2.118  0.1184
H 0.922 1.075 2.338  0.1227
H 0.997 1.813 0.355  0.1088
H 1.660 0.188 -0.411  0.1550
H -1.415 1.426 0.477  0.1218
H -1.159 -0.127 1.255  0.1203
H -0.653 0.445 -1.699  0.1283
H -0.456 -1.122 -0.892  0.1277
H -2.391 -0.499 -3.095  0.0890
H -3.779 -1.240 -2.251  0.0876
H -2.195 -2.068 -2.265  0.0890

Energy relative to the best compared isomer or geometry (same formula, charge and spin) ... 355.2 kJ/mol
Largest force on an atom ... 4.119 eV/Å
HOMO level ... -9.84 eV

[4]
Here is C2H5N3OS in the gas phase from the Open Molecules 2025 dataset. Energies are from wB97M-V/def2-TZVPD.

Last column: Löwdin charge in e.
Cartesian coordinates (Å):
H 2.458 1.310 1.883  0.0296
N 2.187 0.650 1.198  0.1025
C 0.946 0.593 1.212  -0.3015
N 0.331 -0.179 0.179  0.0323
C -1.045 0.163 -0.125  -0.9241
S -2.107 1.005 0.794  0.6561
N -1.453 -0.544 -1.130  0.0072
O -0.224 -1.061 -1.858  -0.0551
H 0.219 0.930 1.949  0.0788
H 0.886 -0.751 -0.479  0.1324
H -2.000 -0.168 -1.979  0.1913
H -0.199 -1.947 -1.645  0.0504

Energy relative to the best compared isomer or geometry (same formula, charge and spin) ... 356.9 kJ/mol
Largest force on an atom ... 7.261 eV/Å
SMILES ... [H]/N=C/NC(=S)NO
HOMO level ... -8.89 eV

[5]
Here is 8 unconnected molecules or ions with the total composition CH17NO8 from the Open Molecules 2025 dataset. Energies are from wB97M-V/def2-TZVPD.

Last column: Löwdin charge in e.
Cartesian coordinates (Å):
N 0.948 -0.366 0.959  0.1557
C 1.965 -0.599 1.793  -0.3876
O 2.685 0.318 2.174  -0.0183
H 0.429 -0.981 0.368  0.0521
H 1.019 0.553 0.549  0.0588
H 2.193 -1.646 2.046  0.1336
O 0.478 -0.818 -1.895  -0.0623
H 1.326 -0.421 -2.099  0.0442
H 0.244 -1.374 -2.650  0.0414
O 0.638 2.781 1.501  -0.0756
H 0.693 2.887 0.534  0.0174
H 1.402 2.232 1.742  0.0337
O -1.026 -3.090 -0.327  -0.0491
H -0.748 -2.188 -0.484  -0.0386
H -1.798 -2.929 0.224  0.0424
O -2.255 -0.600 -0.473  -0.0622
H -2.781 -0.901 0.280  0.0666
H -2.014 0.336 -0.370  0.0442
O -1.715 -1.850 -2.926  -0.0730
H -1.743 -1.080 -2.346  0.0002
H -1.350 -2.589 -2.424  0.0167
O -1.683 1.674 1.402  -0.1039
H -2.295 2.255 1.869  0.0365
H -0.866 2.007 1.888  0.0282
O 1.017 2.260 -1.173  -0.0333
H 1.923 1.952 -1.068  0.0634
H 0.889 2.647 -2.041  0.0690

Energy relative to the best compared isomer or geometry (same formula, charge and spin) ... 0.7 kJ/mol
Largest force on an atom ... 1.679 eV/Å
SMILES ... NC=O.O.O.O.O.O.O.O
HOMO level ... -10.24 eV

[6]
Here is a molecular structure, C15H26N4OPtS from the Open Molecules 2025 dataset. Energies are from wB97M-V/def2-TZVPD.

Last column: Löwdin charge in e.
Cartesian coordinates (Å):
Pt -0.108 -0.412 -0.137  1.2783
C 1.317 -3.288 -0.175  -0.1165
C 2.151 -2.390 0.742  -0.1198
N 1.337 -1.392 1.463  -0.0825
C 0.665 -1.839 2.699  -0.1887
C -0.497 -2.804 2.492  -0.3390
S -1.707 -2.203 1.266  1.1401
C -1.700 -3.525 0.007  -0.3379
C -0.918 -3.147 -1.254  -0.2050
N 0.370 -2.503 -0.984  -0.0736
H 2.016 -3.842 -0.817  0.1778
H 0.766 -4.025 0.401  0.1159
H 2.693 -3.028 1.452  0.1690
H 2.899 -1.856 0.149  0.1517
H 1.977 -0.647 1.746  0.1367
H 1.394 -2.335 3.360  0.1761
H 0.310 -0.948 3.224  0.1448
H -0.172 -3.810 2.238  0.1014
H -1.040 -2.877 3.443  0.1323
H -1.355 -4.449 0.469  0.1121
H -2.743 -3.692 -0.277  0.1246
H -0.774 -4.072 -1.842  0.1788
H -1.514 -2.475 -1.887  0.1452
H 0.810 -2.249 -1.872  0.1570
O 0.492 0.404 -2.459  -0.1150
C 1.147 1.651 -2.534  -0.1459
C 1.522 2.192 -1.191  -0.2091
C 2.250 3.397 -1.128  0.0662
C 2.586 3.921 0.101  0.0444
C 2.185 3.269 1.261  0.0349
C 1.458 2.091 1.123  -0.1078
N 1.166 1.576 -0.064  0.0209
H 0.145 0.196 -3.339  0.1414
H 0.520 2.397 -3.051  0.1659
H 2.063 1.558 -3.147  0.1689
H 2.532 3.889 -2.050  0.1574
H 3.153 4.848 0.167  0.1589
H 2.410 3.650 2.246  0.1459
H 1.089 1.586 2.009  0.1197
C -3.463 4.018 -0.641  -0.0500
C -3.818 2.580 -0.296  -0.1758
C -2.729 1.681 -0.226  -0.0997
N -1.837 0.952 -0.145  0.0697
H -4.380 4.613 -0.726  0.1132
H -2.900 4.096 -1.571  0.0896
H -2.886 4.513 0.147  0.0966
H -4.519 2.189 -1.057  0.1662
H -4.361 2.541 0.662  0.1648

Largest force on an atom ... 2.145 eV/Å
Total charge ... +4
HOMO level (spin up / spin down) ... -21.90 / -21.91 eV